# 1
C6H8AgLiO6 | the ωB97M-V functional and the def2-TZVPD basis

Positions of all 22 atoms, in Å:
O (-0.44836, 1.36397, -1.14608)
O (1.36196, -1.22081, -0.98706)
C (0.56374, 2.03698, -1.81395)
C (1.72033, 1.13261, -2.22144)
O (2.50899, 0.67645, -1.11576)
C (2.35999, -0.59039, -0.57599)
H (0.92955, 2.86615, -1.17482)
H (0.22002, 2.50340, -2.76161)
H (2.40617, 1.69932, -2.86732)
H (1.32969, 0.27760, -2.79675)
O (-1.27677, -0.88913, 0.64354)
C (-0.98273, -2.11652, 1.33699)
C (-0.68548, -1.63116, 2.75779)
O (-1.13715, -0.26533, 2.74605)
C (-1.44692, 0.11120, 1.52339)
H (-1.86717, -2.75732, 1.25441)
H (-0.13314, -2.60577, 0.85152)
H (0.38699, -1.62524, 2.98206)
H (-1.23950, -2.17408, 3.52821)
O (-2.17687, 1.04891, 1.27524)
Ag (-2.06291, 2.61057, -0.31762)
Li (-0.33042, -0.45140, -1.12080)

relative energy (zero: lowest compared OMol25 entry of this formula, charge and spin): 15.8 kcal per mole
HOMO-LUMO gap: 4.78 eV
E_HOMO: -0.2211 Ha
DFT total energy: -839.316415 a.u.
molecular weight: 290.9 Da


# 2
C6H8BF6N3O11S2V | the ωB97M-V functional and the def2-TZVPD basis

Positions of all 38 atoms, in Å:
O (6.60487, 2.32911, -18.63744)
V (6.96639, 3.72855, -19.39010)
B (10.03425, 2.23458, -19.06471)
F (10.82183, 1.69204, -20.07854)
F (10.70960, 2.97225, -18.09338)
F (9.15889, 3.12589, -19.64395)
F (9.30032, 1.27752, -18.45041)
N (5.64755, 3.24782, -20.93681)
S (5.64162, 3.33161, -22.48520)
O (5.06131, 4.55326, -23.10733)
O (5.79790, 2.06923, -23.29648)
F (7.22351, 3.71247, -22.52666)
S (4.02231, 2.70499, -21.02581)
O (3.73217, 1.36176, -21.41059)
O (3.00548, 3.71270, -21.15275)
F (4.03193, 2.30640, -19.42660)
O (3.07799, 5.43715, -18.57363)
C (4.22686, 5.37688, -17.86834)
O (5.25805, 4.88415, -18.37278)
O (4.37772, 5.79020, -16.69329)
H (3.34175, 4.82679, -19.26608)
O (7.27069, 5.28637, -15.30321)
C (8.10425, 4.75592, -16.20864)
O (7.86084, 4.54212, -17.40310)
O (9.18907, 4.57221, -15.70219)
H (8.07697, 5.02969, -14.84974)
C (8.11755, 0.71098, -15.62805)
C (7.39504, -0.11439, -14.56315)
N (6.83434, -0.79188, -13.75960)
H (9.14333, 0.34275, -15.64524)
H (8.12621, 1.77174, -15.37742)
H (7.71322, 0.61054, -16.63529)
C (8.30445, 8.14506, -19.55326)
C (7.98370, 6.80365, -20.05638)
N (7.70539, 5.75008, -20.48491)
H (8.24641, 8.11402, -18.46525)
H (7.68439, 8.92779, -19.99024)
H (9.32281, 8.37062, -19.86973)

HOMO-LUMO gap (spin up / spin down): 4.40 / 6.22 eV
E_HOMO (spin up / spin down): 0.0665 / -0.0004 Ha
DFT total energy: -3589.938395 a.u.
total charge: -3
molecular weight: 538.0 Da
2S+1: 3


# 3
C6H8BN4O4STb | the ωB97M-V functional and the def2-TZVPD basis

Positions of all 25 atoms, in Å:
Tb (0.62631, 0.43342, 1.64164)
B (1.27999, -0.05651, -1.34852)
N (0.22985, 1.09417, -1.40744)
C (-0.39112, 1.67065, -2.43419)
C (-1.24959, 2.65151, -1.95691)
C (-1.11165, 2.57711, -0.57430)
N (-0.20682, 1.65747, -0.24145)
N (0.64781, -1.41101, -0.90529)
C (0.30367, -2.49339, -1.59968)
C (-0.23340, -3.43860, -0.73654)
C (-0.21261, -2.81178, 0.50557)
N (0.33683, -1.60165, 0.41178)
H (1.84695, -0.17826, -2.42258)
H (2.06009, 0.24665, -0.48484)
H (-0.14067, 1.34278, -3.43145)
H (-1.87339, 3.30751, -2.53968)
H (-1.61095, 3.14522, 0.19472)
H (0.50111, -2.50318, -2.66065)
H (-0.58308, -4.42470, -0.99033)
H (-0.55652, -3.17505, 1.46119)
O (-0.23928, 1.04088, 5.39336)
S (0.02641, 0.81145, 4.02732)
O (1.48270, 0.96805, 3.59647)
O (-0.27884, -0.55017, 3.47612)
O (-0.65382, 1.69744, 3.02569)

HOMO-LUMO gap (spin up / spin down): 9.75 / 10.13 eV
E_HOMO (spin up / spin down): -0.3733 / -0.3736 Ha
DFT total energy: -2001.078458 a.u.
molecular weight: 402.0 Da
2S+1: 7


# 4
C6H8Br2N2S | the ωB97M-V functional and the def2-TZVPD basis

Positions of all 19 atoms, in Å:
C (-2.41841, 0.49881, -1.08759)
C (-1.41352, 0.16942, -0.05671)
C (2.37315, -0.43258, -0.73970)
C (0.50613, 0.45391, 1.76166)
C (0.85714, -0.54960, -0.73101)
C (0.06446, 0.38679, 0.17520)
N (-3.64373, 0.04305, -0.78884)
N (-1.94488, -0.53072, 0.95631)
S (-3.51820, -0.72450, 0.68815)
Br (0.47179, -2.38942, 0.01157)
Br (0.40500, 2.28424, -0.57717)
H (-2.37091, 1.03405, -1.99663)
H (2.83376, -0.97053, 0.08409)
H (2.80757, -0.69558, -1.65086)
H (2.68868, 0.57740, -0.52992)
H (0.45585, -0.58788, 2.17414)
H (0.04334, 1.26892, 2.33721)
H (1.45364, 0.74741, 1.77162)
H (0.34915, -0.58319, -1.80151)

relative energy (zero: lowest compared OMol25 entry of this formula, charge and spin): 0.0 kcal per mole
HOMO-LUMO gap: 9.77 eV
E_HOMO: -0.3566 Ha
DFT total energy: -5889.122353 a.u.
molecular weight: 300.0 Da


# 5
C6H8BrFIO3PSTl | the ωB97M-V functional and the def2-TZVPD basis

Positions of all 23 atoms, in Å:
O (0.00139, 0.16505, 2.67603)
C (-0.42047, 0.17259, 1.59405)
O (-1.71360, 0.54823, 1.19542)
C (-2.14302, -0.42121, 0.27702)
S (-3.27322, -1.62880, 1.01927)
I (-3.00157, 0.69400, -1.29017)
C (-0.88598, -1.08617, -0.33435)
C (0.19488, -0.10704, 0.20331)
C (1.59566, -0.69717, 0.11702)
C (2.63687, 0.16089, 0.88605)
F (2.02181, 1.32318, 1.30073)
P (-0.35697, 1.32461, -0.90167)
O (-0.00116, 2.75858, -0.42092)
Br (0.51568, 1.35010, -2.89839)
H (-4.43542, -1.01207, 0.76103)
H (-0.87550, -1.09037, -1.42592)
H (-0.80761, -2.11374, 0.03412)
H (1.53868, -1.71114, 0.52540)
H (1.94301, -0.79891, -0.91668)
H (3.45038, 0.45460, 0.22261)
H (3.07933, -0.38229, 1.72003)
H (-0.35148, 3.05519, 0.44959)
Tl (1.28830, -0.95811, -4.79357)

HOMO-LUMO gap: 5.54 eV
E_HOMO: -0.7275 Ha
DFT total energy: -4341.555356 a.u.
total charge: +3
molecular weight: 621.4 Da


# 6
C6H8BrNO2 | the ωB97M-V functional and the def2-TZVPD basis

Positions of all 18 atoms, in Å:
C (-1.17076, 0.77262, 0.00359)
C (-0.15395, 1.68059, -0.09829)
C (-0.12367, -1.36195, -0.81241)
C (-1.16860, -0.67583, 0.09667)
C (1.21903, 1.30587, -0.32398)
C (-0.79348, -1.25304, 1.59458)
N (0.84596, -0.61780, -1.32641)
O (-0.34781, -2.49677, -1.16688)
O (1.84288, 1.98060, -1.30928)
Br (2.37571, 0.75131, 1.02344)
H (-2.15855, 1.16727, -0.12527)
H (-0.21702, 2.71558, -0.30778)
H (-2.27283, -0.97134, 0.06494)
H (-1.13536, -2.32847, 1.59343)
H (-1.29876, -0.85073, 2.42392)
H (0.25284, -0.98612, 1.75039)
H (1.49992, -0.86933, -1.96158)
H (2.80447, 2.03753, -1.11907)

relative energy (zero: lowest compared OMol25 entry of this formula, charge and spin): 80.4 kcal per mole
HOMO-LUMO gap: 8.16 eV
E_HOMO: -0.3117 Ha
DFT total energy: -3012.553117 a.u.
molecular weight: 206.0 Da


# 7
C6H8CaO6 | the ωB97M-V functional and the def2-TZVPD basis

Positions of all 21 atoms, in Å:
O (-0.52988, 1.55585, 1.19127)
Ca (-1.83163, 2.11296, -0.48684)
O (-2.16838, 2.95525, 1.31229)
C (-1.29791, 2.37284, 2.04072)
O (-1.07473, 2.42753, 3.22533)
C (0.55823, 0.77924, 1.71756)
C (1.48542, 0.38725, 0.60836)
H (1.07120, 1.39777, 2.46840)
H (0.14464, -0.09696, 2.23367)
H (1.78389, 1.23195, -0.02505)
H (2.41064, -0.04164, 1.00910)
O (0.10919, -0.91394, -2.70888)
C (-0.93918, -0.51253, -2.01763)
C (0.84081, -1.79890, -1.87394)
O (-1.29767, 0.65759, -1.94451)
O (-1.26009, -1.40717, -1.11857)
C (-0.30022, -2.49430, -1.16421)
H (1.25692, -0.62773, -0.34722)
H (-0.07193, -2.80254, -0.13724)
H (-0.73626, -3.35152, -1.69269)
H (1.84693, -1.83098, -2.28993)

relative energy (zero: lowest compared OMol25 entry of this formula, charge and spin): 0.0 kcal per mole
HOMO-LUMO gap (spin up / spin down): 8.43 / 8.95 eV
E_HOMO (spin up / spin down): -0.4591 / -0.4987 Ha
DFT total energy: -1362.231562 a.u.
total charge: +1
molecular weight: 216.2 Da
2S+1: 2


# 8
C6H8Cl3N2 | the ωB97M-V functional and the def2-TZVPD basis

Positions of all 19 atoms, in Å:
C (1.37706, -1.65017, 0.19706)
C (0.03551, -1.42559, 0.26144)
C (2.49526, -0.83617, 0.15579)
C (-2.07094, -0.30081, 0.52707)
C (-1.34853, 1.77352, -0.93116)
C (2.64532, 0.53462, 0.25655)
N (-0.75412, -0.31996, -0.00173)
N (-0.45488, 0.66633, -0.74011)
Cl (3.96078, -1.61011, -0.34350)
Cl (4.01918, 1.38913, -0.21732)
Cl (1.41044, 1.52902, 0.80370)
H (1.53955, -2.66300, 0.26689)
H (-0.53671, -2.23116, 0.45488)
H (-2.56726, -1.28210, 0.88496)
H (-2.26832, 0.42654, 1.46320)
H (-2.72054, -0.01418, -0.18655)
H (-1.30769, 2.22663, -0.02982)
H (-1.13235, 2.50182, -1.64992)
H (-2.32176, 1.28565, -1.17142)

relative energy (zero: lowest compared OMol25 entry of this formula, charge and spin): 91.9 kcal per mole
HOMO-LUMO gap (spin up / spin down): 7.18 / 7.18 eV
E_HOMO (spin up / spin down): -0.4696 / -0.4696 Ha
DFT total energy: -1723.093744 a.u.
total charge: +1
molecular weight: 214.5 Da
structure (SMILES): C/N=[N+](C)/C=C\C(Cl)=C(Cl)Cl


# 9
C6H8ClF3O | the ωB97M-V functional and the def2-TZVPD basis

Positions of all 19 atoms, in Å:
C (0.97430, 1.98825, -1.01604)
C (0.76014, 1.07724, -0.06125)
C (-1.32241, -1.93768, -0.62305)
C (2.40299, 0.09076, 1.28059)
C (-1.55903, -0.88484, 0.39766)
C (-1.45807, 0.62886, -0.11492)
O (1.19887, 0.13364, 0.71036)
F (-2.94093, -0.96691, 0.67471)
F (-1.96034, 1.54331, 0.76140)
F (-1.93084, 0.88685, -1.36591)
Cl (3.63713, -0.24175, -0.12391)
H (1.84859, 2.60042, -1.18705)
H (0.12085, 2.31165, -1.67804)
H (-1.71511, -1.59868, -1.60554)
H (-1.97160, -2.70667, -0.27794)
H (-0.24462, -2.05436, -0.56111)
H (2.69821, 1.02047, 1.61156)
H (2.50841, -0.86126, 1.81644)
H (-1.04652, -1.02929, 1.36205)

relative energy (zero: lowest compared OMol25 entry of this formula, charge and spin): 52.6 kcal per mole
HOMO-LUMO gap: 9.52 eV
E_HOMO: -0.3307 Ha
DFT total energy: -1068.277558 a.u.
molecular weight: 188.6 Da


# 10
C6H8ClN | the ωB97M-V functional and the def2-TZVPD basis

Positions of all 16 atoms, in Å:
C (-0.08377, 0.56098, 1.26328)
C (-1.10923, -0.05220, 0.30819)
C (-0.86208, 0.04795, -1.17658)
C (0.43479, -0.66004, -1.45724)
C (0.92817, -1.13488, -0.29818)
C (0.03968, -0.87615, 0.89809)
H (0.38260, 2.47498, 0.75902)
H (1.40689, 1.38881, 0.10885)
H (-0.53256, 0.63233, 2.28233)
H (-2.15656, -0.24639, 0.62408)
H (-1.69677, -0.40381, -1.77878)
H (-0.81782, 1.10071, -1.53931)
H (0.91290, -0.79355, -2.45500)
H (-0.15345, -1.68223, 1.57050)
N (0.85688, 1.61822, 0.94433)
Cl (2.45034, -1.97473, -0.05359)

relative energy (zero: lowest compared OMol25 entry of this formula, charge and spin): 16.5 kcal per mole
HOMO-LUMO gap: 9.80 eV
E_HOMO: -0.3247 Ha
DFT total energy: -748.321814 a.u.
molecular weight: 129.6 Da
structure (SMILES): N[C@H]1[C@H]2CC=C(Cl)[C@@H]12


# 11
C6H8ClN | the ωB97M-V functional and the def2-TZVPD basis

Positions of all 16 atoms, in Å:
C (0.54000, 1.95434, -0.35109)
C (-0.69344, 1.14409, -0.49962)
C (-0.81950, -0.18318, -0.44078)
C (-2.13565, -0.74960, -0.63832)
C (0.26088, -1.22472, -0.16890)
C (0.78751, -1.15245, 1.26518)
H (0.73446, 2.50892, -1.25988)
H (1.42644, 1.33794, -0.13307)
H (0.40764, 2.64848, 0.47456)
H (-1.57517, 1.72419, -0.69485)
H (-0.14221, -2.22047, -0.35558)
H (1.55917, -1.95158, 1.45707)
H (-0.04121, -1.31331, 1.95951)
H (1.25428, -0.19846, 1.49068)
N (-3.19480, -1.23429, -0.77024)
Cl (1.63157, -1.08989, -1.33467)

relative energy (zero: lowest compared OMol25 entry of this formula, charge and spin): 0.0 kcal per mole
HOMO-LUMO gap: 10.46 eV
E_HOMO: -0.3687 Ha
DFT total energy: -748.348077 a.u.
molecular weight: 129.6 Da
structure (SMILES): C/C=C(/C#N)[C@H](C)Cl


# 12
C6H8ClN2O | the ωB97M-V functional and the def2-TZVPD basis

Positions of all 18 atoms, in Å:
C (2.44996, 1.05132, -0.36081)
C (-0.78199, 0.23020, -0.19467)
C (2.92490, -1.28229, -0.03244)
C (-0.53221, 0.36982, -1.67599)
C (-2.43063, -0.85629, 1.34443)
C (-0.11894, 0.85414, 0.86543)
N (-1.84776, -0.48300, 0.14063)
N (2.52587, -0.11164, 0.16385)
O (3.32787, -2.36858, 0.00617)
Cl (1.22444, 1.98024, 0.40679)
H (2.72935, 1.27387, -1.39056)
H (-0.85817, 1.50426, -1.87193)
H (-1.16204, -0.21279, -2.22824)
H (0.49639, 0.24769, -1.96837)
H (-3.44676, -1.29140, 1.08422)
H (-2.43818, -0.24733, 2.29725)
H (-1.87334, -1.78372, 1.52293)
H (-0.18877, 1.12549, 1.89131)

relative energy (zero: lowest compared OMol25 entry of this formula, charge and spin): 156.6 kcal per mole
HOMO-LUMO gap (spin up / spin down): 6.77 / 7.90 eV
E_HOMO (spin up / spin down): -0.4693 / -0.4944 Ha
DFT total energy: -877.869554 a.u.
total charge: +1
molecular weight: 159.6 Da


# 13
C6H8ClN2O3 | the ωB97M-V functional and the def2-TZVPD basis

Positions of all 20 atoms, in Å:
C (-0.95839, 1.44732, -0.39571)
C (0.60430, -0.80553, 1.11732)
C (-2.19844, 0.94078, -0.24160)
C (-0.11662, 0.28857, -1.00553)
C (1.15514, -0.21462, -0.18688)
C (2.15455, 0.88084, -0.13693)
N (-0.63785, -1.02693, 0.94659)
N (-1.03762, -0.82878, -0.88008)
O (-0.84027, -1.87009, -1.43282)
O (-2.28071, -0.36137, -0.81176)
O (-1.38822, -1.77230, 1.78379)
Cl (-3.59717, 1.56435, 0.34746)
H (-0.50650, 2.36384, -0.01316)
H (1.24151, -1.41349, 1.78117)
H (0.17129, 0.42323, -1.98121)
H (1.36348, -1.13101, -0.86890)
H (3.05930, 0.55314, 0.38226)
H (1.98427, 1.95405, 0.30377)
H (2.60152, 1.10584, -1.17178)
H (-0.77356, -2.09784, 2.46402)

relative energy (zero: lowest compared OMol25 entry of this formula, charge and spin): 140.8 kcal per mole
HOMO-LUMO gap: 8.64 eV
E_HOMO: -0.5118 Ha
DFT total energy: -1028.321258 a.u.
total charge: +1
molecular weight: 191.6 Da


# 14
C6H8CoO6 | the ωB97M-V functional and the def2-TZVPD basis

Positions of all 21 atoms, in Å:
O (1.03849, 2.82064, -2.37797)
C (0.72065, 2.17579, -1.34900)
O (-0.14508, 1.22776, -1.49621)
O (1.17560, 2.55219, -0.19180)
C (0.60512, 2.02550, 1.02775)
C (0.75132, 0.54137, 1.11702)
C (-0.25405, -0.26706, 1.46123)
C (-0.10827, -1.75169, 1.49948)
Co (-0.52848, 1.97355, -3.21239)
H (-0.44131, 2.34583, 1.10621)
H (1.18397, 2.51963, 1.81636)
H (1.73770, 0.13342, 0.87411)
H (-1.24390, 0.13494, 1.69756)
H (-0.32716, -2.14971, 2.49573)
H (0.88194, -2.08429, 1.16691)
O (-1.08811, -2.43102, 0.65829)
C (-1.23681, -2.21333, -0.59782)
O (-1.28465, -3.24061, -1.35021)
H (-0.61943, -2.73652, -2.14907)
O (-0.49868, -1.35971, -1.24803)
H (-0.31886, -0.21670, -0.94815)

relative energy (zero: lowest compared OMol25 entry of this formula, charge and spin): 37.8 kcal per mole
HOMO-LUMO gap (spin up / spin down): 7.57 / 6.91 eV
E_HOMO (spin up / spin down): -0.6525 / -0.6526 Ha
DFT total energy: -2066.842327 a.u.
total charge: +2
molecular weight: 235.1 Da
2S+1: 4